Formula: C2H5NO3
Source: the Open Molecules 2025 dataset
Level of theory: wB97M-V/def2-TZVPD

Computed properties:
orbital gap: 11.17 eV
lowest unoccupied orbital energy: 0.0268 hartree
SMILES: O=CNC(O)O
electronic energy: -359.6767 hartree
HOMO energy: -10.44 eV
strongest force on any atom: 3.04 eV Å⁻¹

Structure (XYZ):
```
11
Properties=species:S:1:pos:R:3:forces:R:3:mulliken_charge:R:1
O 2.123382 -0.154624 0.164693 -0.10 -0.04 -0.88 -0.56
O -2.013900 -0.415242 -0.008923 -0.31 0.10 -0.35 -0.50
O -0.029342 -0.808403 -1.209244 -1.76 -0.45 0.97 -0.60
N -0.008414 0.588547 0.626269 0.82 0.34 -0.73 -0.12
C -0.672307 -0.581133 0.110428 2.28 -1.09 -1.21 0.20
C 1.325455 0.749582 0.260158 -0.52 0.71 2.92 0.06
H 1.647770 1.793904 0.398629 0.05 0.07 -0.49 0.37
H -0.586969 1.388614 0.832534 0.16 0.10 -0.24 0.26
H 0.881774 -1.131601 -1.090422 -0.48 0.15 0.33 0.35
H -2.200416 0.002345 -0.861788 0.08 0.00 0.04 0.33
H -0.467032 -1.431987 0.777667 -0.22 0.12 -0.34 0.21
```
Forces are in eV/Å.

***

Formula: C3H4ClN
Source: the Open Molecules 2025 dataset
Level of theory: wB97M-V/def2-TZVPD

Computed properties:
orbital gap (alpha / beta): 9.11 / 6.85 eV
lowest unoccupied orbital energy (alpha / beta): -0.0051 / -0.0495 hartree
electronic energy: -631.4842 hartree
HOMO energy (alpha / beta): -9.24 / -8.19 eV
strongest force on any atom: 3.49 eV Å⁻¹

Structure (XYZ):
```
9
Properties=species:S:1:pos:R:3:forces:R:3:mulliken_charge:R:1
Cl 2.721634 0.109245 0.108281 3.36 -0.81 0.45 -0.05
N 1.623793 -2.086654 0.057163 -1.00 -0.33 -0.02 -0.45
C 0.525233 -1.683622 -0.018073 -1.49 -0.62 -0.63 0.50
C 1.611791 1.249729 -0.022420 -2.03 0.17 -0.96 -0.50
C -0.840373 -1.340131 -0.048910 0.93 -0.44 1.26 -0.65
H -1.320358 -1.467085 0.929502 0.13 0.26 -0.43 0.24
H 0.959566 0.943903 -0.854694 -0.23 1.24 0.44 0.30
H -1.516387 -1.181061 -0.883428 0.77 -0.01 -0.16 0.32
H 1.295391 1.668546 0.909323 -0.45 0.53 0.06 0.30
```
Forces are in eV/Å.

***

Formula: C50H105ClN4O18PS
Source: the Open Molecules 2025 dataset
Level of theory: wB97M-V/def2-TZVPD

Computed properties:
total charge: +1
orbital gap: 8.49 eV
lowest unoccupied orbital energy: -0.1009 hartree
electronic energy: -4740.8876 hartree
HOMO energy: -11.24 eV
strongest force on any atom: 4.89 eV Å⁻¹

Structure (XYZ):
```
180
Properties=species:S:1:pos:R:3:forces:R:3:mulliken_charge:R:1
Cl 6.700876 1.471995 5.184653 -0.82 -0.57 -0.70 -0.20
S 6.141171 0.030073 3.781439 3.02 -2.10 -3.22 1.22
P -0.999188 0.128992 4.913696 0.01 0.35 2.16 0.92
O -5.129300 2.292771 0.009960 0.20 0.54 -0.15 -0.31
O 1.323659 7.060338 -4.350999 0.84 -0.26 -0.34 -0.53
O 11.105412 0.297791 8.755759 0.39 -0.30 -0.26 -0.36
O 0.671377 -6.268762 -1.479911 0.50 0.20 0.09 -0.37
O -3.001128 3.593808 3.002479 0.26 -0.24 -0.04 -0.53
O 6.970916 -1.162538 4.050175 -2.12 1.98 0.64 -0.55
O 0.034257 7.889080 -1.339564 -0.08 -0.39 0.09 -0.62
O 11.704542 1.202939 10.667836 0.07 -0.10 -0.20 -0.55
O -5.057039 -2.225082 -3.523270 0.07 0.04 0.50 -0.27
O 6.376731 0.532962 2.415518 -1.41 0.08 2.79 -0.60
O -4.724554 1.348174 -1.915666 0.00 0.14 -0.04 -0.64
O -4.642029 -4.378290 -3.342674 0.01 0.14 0.19 -0.64
O -6.539337 -2.189661 -8.790010 0.14 -0.15 0.23 -0.54
O -1.005794 4.232041 2.329785 0.10 -0.56 -0.14 -0.18
O -1.075437 6.443713 -2.573874 -0.37 -0.23 0.33 -0.20
O 3.380725 7.208299 -5.111066 -0.10 0.46 -0.19 -0.41
O -6.118862 -4.306282 -8.376442 0.21 -0.07 0.59 -0.35
O 0.790646 -6.372350 0.710313 -0.02 0.12 -0.12 -0.54
N 2.224116 -2.775879 2.262392 -0.22 0.42 0.46 0.29
N -1.457670 0.362668 6.416618 0.63 -0.43 -1.47 -0.90
N -0.684337 -3.619799 4.571608 1.81 0.85 0.31 -0.41
N 0.503091 -1.434342 3.228841 0.24 0.18 0.96 0.70
C -6.413430 0.295514 -0.632681 -0.54 0.19 -0.11 -1.15
C 0.307301 -6.801518 -0.310827 -0.40 -0.13 0.03 0.90
C 4.362011 -0.311630 4.091945 -0.59 1.14 1.67 -0.41
C -6.764786 -3.341127 -9.050448 -0.10 0.31 -0.44 0.78
C -0.622800 8.710102 -3.450882 -1.00 0.62 0.17 -1.19
C -0.119801 5.198884 1.740935 0.18 0.39 0.01 -0.25
C -0.980572 -0.996603 0.175434 0.46 -0.13 -0.48 -0.31
C -2.740781 5.925496 2.721253 -0.15 0.25 -0.54 -1.08
C -7.689934 -3.717131 -10.175300 -0.55 -0.21 0.15 -1.08
C 10.821990 0.767772 9.981702 -0.10 0.35 0.32 0.71
C -0.644679 3.131914 -1.416297 -0.44 -1.18 0.14 -1.18
C 5.261008 5.714698 -5.510734 -0.12 -0.16 0.00 -0.96
C 0.306654 -6.814923 -2.757676 -0.32 -0.04 -0.35 -0.51
C -0.549294 7.668704 -2.372903 0.28 0.20 -0.31 0.92
C 4.203669 -1.193329 5.374744 0.44 -0.91 -0.61 -1.37
C 2.746511 -1.712062 5.643211 0.48 0.54 0.47 0.29
C -1.058810 -6.326515 -3.195582 -0.10 0.03 0.20 -0.84
C 0.530992 -3.963486 3.785253 -1.36 -0.23 -0.78 -0.92
C -1.237707 5.734440 -4.912859 -0.03 0.02 -0.13 -0.89
C -0.759740 -7.859561 -0.280086 0.22 -0.57 -0.06 -1.25
C -5.526469 1.630024 2.310130 0.10 -0.29 0.00 -0.90
C -6.436992 -5.701400 -8.463582 0.03 -0.21 -0.22 -0.35
C 0.318306 -1.250933 4.712730 -0.36 1.51 1.52 0.04
C -5.744484 -6.351195 -9.643315 0.03 0.09 -0.16 -1.06
C 0.185780 -2.049243 0.336703 -0.84 -0.30 -0.57 -0.94
C 10.168746 -0.407829 7.936083 -0.15 0.12 -0.08 -0.68
C 4.552420 -4.624899 3.067997 0.14 1.44 -0.05 -0.61
C -5.911003 -0.694418 -5.221663 0.00 -0.28 -0.12 -1.16
C 4.797266 7.047743 -4.961801 0.24 -0.22 -0.03 -0.41
C 2.580601 -3.956353 1.469862 1.36 -1.40 -0.92 -0.42
C -1.980228 6.092967 -3.644462 0.22 0.06 -0.16 -0.40
C 4.108053 -4.328648 1.585712 -0.52 -0.04 0.40 -0.94
C -5.385992 1.359115 -0.908480 0.00 -0.28 0.15 0.80
C -5.922973 2.547859 1.174656 -0.09 -0.18 0.35 -0.43
C 9.388370 0.820436 10.437696 -0.31 -0.51 0.20 -0.87
C 2.481473 6.742286 -4.237896 -0.07 -0.36 0.11 0.61
C -4.062371 -3.414885 -5.421794 0.57 0.15 -0.11 -0.63
C 0.852688 -2.814277 2.761575 0.36 -2.34 -2.26 -0.07
C -1.387511 -0.728534 -1.321522 -0.04 1.16 0.73 -0.47
C -0.071227 -3.072889 1.496141 -0.50 1.18 0.74 -1.14
C -2.274204 4.497068 2.672902 -0.17 0.31 0.19 0.75
C -4.581895 -3.377014 -4.011600 -0.11 -0.23 -0.30 0.70
C 2.909736 5.761776 -3.182655 0.22 0.21 0.58 -0.84
C -4.862515 -0.948687 -4.157349 -0.22 0.32 -0.20 0.42
C 0.558236 6.041827 2.800683 -0.10 0.01 0.16 -1.33
C -1.559822 1.859174 -1.213199 0.48 0.55 -0.46 0.57
C -0.264062 -2.510338 5.465270 -1.07 -0.82 -0.01 -1.25
C -0.746966 0.639858 -1.771641 -1.13 -0.36 0.24 -1.24
C 1.599724 -0.656783 5.432418 -0.66 -0.91 0.00 -1.12
C 9.300773 0.547384 7.143430 -0.02 0.10 0.09 -0.56
H -0.540526 -8.545125 0.537372 -0.07 0.20 0.11 0.37
H -0.948576 -0.265869 7.034644 -0.30 0.19 0.24 0.25
H -1.813230 1.723442 -0.132414 0.26 0.09 -0.70 0.05
H 1.133707 -1.480760 0.426767 -0.36 -0.67 0.13 0.31
H -1.940446 5.415961 -5.686054 -0.04 -0.04 0.09 0.43
H 6.346408 5.630145 -5.443644 -0.02 0.02 -0.01 0.36
H -6.071402 -6.148456 -7.538676 0.02 0.21 0.04 0.34
H -2.533989 1.994513 -1.752111 0.92 -0.29 0.47 0.09
H -3.250580 -4.140199 -5.471174 -0.20 -0.15 0.03 0.26
H 0.260054 -2.646227 -0.603533 0.00 0.50 0.64 0.70
H -6.071353 -5.919216 -10.589980 -0.08 -0.07 0.03 0.28
H -5.948476 -7.422560 -9.664172 0.00 0.02 0.02 0.38
H 1.090962 5.405238 3.509782 0.04 -0.01 -0.08 0.31
H -2.530510 5.218099 -3.294192 0.12 0.09 0.25 0.27
H 3.948552 5.867576 -2.878523 0.05 -0.14 -0.15 0.39
H -2.719516 6.879906 -3.805339 0.13 0.11 0.03 0.41
H 10.766163 -1.007426 7.249396 0.14 0.08 0.12 0.35
H 2.735666 4.748359 -3.545844 0.01 0.04 -0.01 0.24
H -1.415560 -3.299760 3.935765 0.04 -0.25 0.20 0.41
H 3.838581 -0.678957 3.186389 0.95 -0.04 0.23 0.08
H -0.163568 6.622795 3.376075 0.02 0.06 -0.09 0.31
H -0.393569 1.304109 4.342150 -0.36 -0.69 -0.33 0.07
H -5.784881 0.299763 -5.652074 0.00 -0.02 0.03 0.39
H -6.888595 0.023004 -1.574397 0.22 -0.12 -0.01 0.29
H -0.641233 5.801247 0.995422 -0.01 0.00 0.06 0.41
H -1.725899 -7.386893 -0.101641 0.03 0.00 -0.03 0.28
H 1.909164 0.285486 4.929939 -0.06 -0.62 0.16 0.50
H -1.138471 -1.570855 -2.000812 -0.05 0.44 0.54 0.41
H 8.696901 1.179488 7.797625 -0.05 -0.09 0.01 0.30
H -3.792455 5.953171 2.439915 0.00 -0.10 0.22 0.29
H 4.691088 -3.498161 1.126254 -0.16 -0.60 0.45 0.40
H -5.704137 0.580568 2.065558 -0.18 0.03 -0.02 0.35
H -6.912116 -0.767511 -4.792431 0.05 0.08 0.06 0.32
H -1.113545 -2.863768 1.867665 0.67 -0.40 -0.31 0.87
H -8.501120 -2.991595 -10.209262 0.20 0.12 -0.08 0.31
H 4.640206 -0.683467 6.258638 -0.42 -0.07 -0.60 0.68
H -7.517630 -5.853922 -8.474780 0.02 0.07 -0.08 0.36
H -2.217981 6.583621 2.031001 0.12 0.03 0.15 0.37
H -7.209815 0.615173 0.035144 0.12 -0.04 0.17 0.39
H 5.187569 -3.759004 3.390424 -0.26 -0.83 -0.02 0.01
H -4.461595 1.733444 2.519050 -0.07 0.19 0.04 0.12
H -2.632659 6.301721 3.738642 0.00 -0.02 -0.03 0.30
H 0.253801 -4.853877 3.170839 0.49 0.64 0.38 0.41
H 9.364443 0.654465 11.513598 0.10 0.22 -0.03 0.30
H -1.297780 -6.701959 -4.191043 0.02 0.01 0.02 0.42
H 2.908852 -2.573684 2.986071 -0.16 -0.50 0.06 -0.27
H 8.632822 -0.003223 6.481462 0.08 -0.05 0.02 0.13
H 2.304954 5.932007 -2.291341 -0.18 -0.08 -0.17 0.17
H -1.842428 -6.648515 -2.508716 -0.01 -0.06 -0.09 0.25
H 0.446862 -2.956673 6.196903 -0.20 0.55 -0.64 0.33
H -1.114031 4.063045 -1.046886 0.42 -0.45 -0.25 0.29
H 1.381753 -4.282353 4.418764 -0.55 0.51 -0.10 0.24
H 3.689208 -4.618896 3.781226 0.54 -0.38 -0.61 0.12
H -0.530582 4.924934 -4.723620 -0.07 -0.01 0.02 0.20
H -8.152822 -4.694526 -10.058217 0.16 -0.08 -0.11 0.35
H -4.665760 -6.199699 -9.580554 -0.03 -0.05 0.08 0.31
H -1.893660 -1.276603 0.748176 0.65 0.03 -0.20 0.31
H -2.490921 -0.570716 -1.335068 0.67 -0.27 -0.25 0.10
H 2.716650 -1.999128 6.721087 0.07 0.02 -0.84 0.55
H -6.989171 2.501238 0.944430 0.04 -0.13 -0.09 0.39
H 1.230555 -0.354972 6.440835 0.29 -0.04 -0.76 0.39
H -0.076408 -4.135787 1.186211 0.44 0.70 0.16 -0.09
H -0.663924 6.571240 -5.293556 -0.03 0.08 -0.06 0.23
H 8.754857 0.056188 9.991753 -0.05 0.14 -0.14 0.30
H -1.083755 -5.235706 -3.216117 0.05 -0.04 -0.07 0.18
H 2.399579 -3.779752 0.380657 -0.15 0.04 0.85 0.08
H 8.980412 1.807353 10.218846 0.02 -0.03 0.00 0.23
H 2.018181 -4.885348 1.725254 0.25 0.93 0.04 0.24
H 3.911363 0.685917 4.326293 0.56 -0.56 -0.44 0.48
H -4.960034 -0.207186 -3.364563 0.06 -0.26 0.00 -0.23
H 0.293582 0.743373 -1.374427 -0.56 -0.32 -0.62 0.27
H -6.088088 1.873041 3.212957 0.03 0.02 -0.02 0.40
H 9.921449 1.213781 6.542109 0.02 -0.10 -0.03 0.33
H -5.916987 -0.581490 -0.216765 -0.01 0.02 -0.02 0.26
H 5.098842 7.203015 -3.924362 -0.09 -0.07 0.00 0.37
H 1.269283 6.730597 2.343364 -0.04 -0.03 -0.02 0.39
H 0.288376 8.688864 -4.029368 -0.04 0.05 -0.04 0.28
H -0.427950 3.201183 -2.505166 -0.08 0.26 0.68 0.19
H 5.249980 7.853924 -5.538584 -0.22 0.05 -0.01 0.30
H -0.583695 -0.027556 0.573111 -0.62 -0.55 -0.08 0.13
H -0.783212 0.670982 -2.880900 0.42 0.19 0.60 0.58
H -0.357417 -1.104901 2.768756 0.29 -0.30 -0.25 0.35
H 1.061039 -6.458864 -3.458939 0.10 0.07 0.22 0.35
H 2.608309 -2.661167 5.082768 -0.13 0.75 0.16 -0.32
H 5.150527 -5.547028 3.184911 -0.46 0.50 -0.09 0.42
H 1.262190 -0.807420 2.926749 -0.22 -0.23 -0.18 0.72
H 9.583347 -1.111511 8.531464 -0.02 0.09 0.04 0.38
H -5.712901 3.579714 1.455192 0.13 -0.04 -0.17 0.31
H -0.723912 9.688880 -2.980600 0.11 -0.10 0.11 0.38
H -3.651794 -2.468564 -5.766188 -0.22 0.03 -0.10 0.36
H -1.480043 8.597335 -4.112015 0.09 -0.15 -0.13 0.33
H 4.964098 5.610747 -6.555377 0.06 0.09 0.01 0.30
H 4.815447 4.879101 -4.968961 0.08 0.03 0.06 0.27
H 0.381519 -7.903551 -2.750173 -0.05 0.04 0.11 0.40
H 0.631447 4.623074 1.200156 -0.17 -0.15 0.03 0.23
H 4.310082 -5.245599 0.991872 -0.40 0.71 0.13 0.43
H -0.809701 -8.461082 -1.184260 -0.14 0.15 -0.06 0.36
H -4.864919 -3.728839 -6.090388 0.03 0.07 -0.03 0.02
H -1.171033 -2.247406 6.062214 0.78 0.22 -0.43 0.55
H -5.857593 -1.427775 -6.028435 0.03 0.11 -0.07 0.22
H 4.835387 -2.101497 5.212745 -0.40 0.67 0.26 0.39
H -2.056631 -0.258725 4.035177 0.44 0.15 -0.21 0.06
H 0.316309 2.899795 -0.894988 -0.59 0.61 -0.30 0.26
H -3.843934 -0.857567 -4.541884 -0.04 -0.12 -0.04 0.35
H -7.140111 -3.683236 -11.115879 -0.01 -0.01 0.03 0.28
```
Forces are in eV/Å.